Entry from OMol25: one molecule with the formula C15H12O3 (ωB97M-V/def2-TZVPD).

## Properties
HOMO level in eV: -9.0
Orbital gap in eV: 9.74
DFT total energy in eV: -21890.6456
SMILES string: O=C(O)[C@H]1O[C@H](c2ccccc2)c2ccccc21
ΔE to the lowest compared entry with this formula, charge and spin in kcal per mole: 0.0
Molecular weight in g mol⁻¹: 240.26
LUMO in eV: 0.70

XYZ file:
```
30
Properties=species:S:1:pos:R:3:forces:R:3
O 3.4403 2.4880 -0.5967 -4.48 -1.32 -0.77
C 2.2309 2.1121 -0.7516 3.30 0.27 1.36
O 1.5672 2.3822 -1.9088 1.23 -0.24 1.82
C 1.5534 1.2983 0.3987 -1.07 -0.65 0.47
O 0.1632 1.6479 0.6623 0.90 -1.04 -0.69
C -0.6774 0.5049 0.2688 -1.95 3.07 -1.27
C -1.8380 0.3895 1.2770 -0.14 -1.20 -0.54
C -3.0302 -0.3094 0.8927 0.77 1.52 2.88
C -4.1044 -0.6244 1.7313 2.43 0.82 2.35
C -3.9028 -0.3016 3.0844 3.09 2.68 -0.24
C -2.7185 0.4836 3.4901 -0.47 -1.97 -2.22
C -1.6299 0.7513 2.6111 -3.77 -0.85 -0.14
C 0.2065 -0.6391 0.1792 -2.47 -2.68 0.78
C -0.1824 -1.9918 0.2513 1.44 -1.00 -0.05
C 0.8306 -2.9787 0.4390 -1.43 1.67 -0.78
C 2.1524 -2.5203 0.4856 0.08 0.20 -0.20
C 2.5147 -1.1511 0.3800 0.56 -1.33 -0.17
C 1.4716 -0.2563 0.2631 3.14 1.98 -0.15
H 2.3231 2.8714 -2.2814 -0.42 0.28 -1.04
H 2.1072 1.4717 1.3396 0.04 0.46 -0.76
H -1.0239 0.7924 -0.7876 -0.17 -0.54 1.35
H -3.1493 -0.5842 -0.0640 -0.06 -0.83 -3.60
H -4.9504 -1.2021 1.4767 -0.71 -0.35 -0.73
H -4.5700 -0.4394 3.8816 -1.19 -0.58 0.62
H -2.5425 0.7437 4.5045 -0.39 0.16 0.85
H -0.8372 1.3195 2.9890 1.31 0.51 0.10
H -1.1939 -2.3706 0.1378 -0.06 0.58 0.17
H 0.4913 -4.0405 0.4331 0.82 0.93 0.22
H 2.8752 -3.3034 0.5574 0.81 -0.05 0.12
H 3.5788 -0.8047 0.3399 -1.11 -0.53 0.26
```
Forces are in eV/Å.


Entry from OMol25: C15H13BaF2NO3 as an isolated structure (ωB97M-V/def2-TZVPD).

## Properties
HOMO level in eV: -7.8
Orbital gap in eV: 7.14
DFT total energy in eV: -29528.3139
ΔE to the lowest compared entry with this formula, charge and spin in kcal per mole: 2.2
Molecular weight in g mol⁻¹: 430.60
LUMO in eV: -0.69

XYZ file:
```
35
Properties=species:S:1:pos:R:3:forces:R:3
Ba 0.4888 -0.5663 -1.3681 -0.08 -0.35 0.21
C 1.2827 3.4644 -3.8324 0.01 0.03 0.01
C 0.7199 3.0097 -2.4958 -0.03 0.00 -0.02
C -0.0766 4.1106 -1.8147 0.02 0.03 0.00
O -0.1529 1.8612 -2.7139 -0.01 -0.07 0.05
C 1.8854 2.5754 -1.5702 -0.03 -0.06 0.01
O 2.7113 3.4251 -1.2961 0.01 0.05 -0.02
O 1.8627 1.3528 -1.1789 0.18 0.19 0.04
H 0.4838 3.8165 -4.4913 -0.01 0.00 0.00
H 1.8115 2.6487 -4.3265 0.00 -0.01 0.01
H 1.9855 4.2784 -3.6650 -0.01 0.00 -0.01
H -0.8860 4.4612 -2.4613 0.00 0.00 -0.01
H 0.5847 4.9462 -1.5934 -0.01 0.00 0.00
H -0.5046 3.7535 -0.8769 0.00 -0.01 0.00
H -0.8608 2.1581 -3.2965 0.01 0.01 0.00
F 2.3730 -5.9498 0.7400 -0.01 0.01 -0.04
C 1.5551 -4.9046 0.9963 0.09 0.02 0.03
C 1.6522 -3.7503 0.2423 -0.09 -0.03 0.07
C 0.8265 -2.6504 0.4923 0.05 0.19 -0.20
C -0.0987 -2.7578 1.5575 0.03 -0.04 -0.03
C -0.1676 -3.9527 2.2743 -0.08 0.01 -0.09
F -1.0958 -4.1382 3.2510 0.01 0.02 0.05
C 0.6416 -5.0395 2.0192 -0.02 0.01 0.03
C -0.9702 -1.5930 1.8685 -0.06 -0.04 -0.02
C -1.6443 -1.4148 3.0840 0.07 0.04 -0.01
C -2.4206 -0.2913 3.2870 -0.01 -0.01 0.02
C -2.5357 0.6597 2.2841 0.01 0.01 0.00
C -1.8365 0.4255 1.1189 0.02 -0.02 0.03
N -1.0819 -0.6541 0.9097 -0.06 0.07 -0.12
H 2.3979 -3.7333 -0.5486 0.02 -0.04 0.00
H 0.5501 -5.9484 2.5949 0.01 -0.01 -0.01
H -1.5434 -2.1440 3.8686 0.01 -0.02 0.01
H -2.9315 -0.1556 4.2317 0.00 0.00 0.00
H -3.1323 1.5521 2.4058 0.00 0.00 -0.01
H -1.8736 1.1448 0.3034 -0.02 0.02 0.02
```
Forces are in eV/Å.


Entry from OMol25: C15H13CaF6N4O7S3 as an isolated structure (ωB97M-V/def2-TZVPD).

## Properties
HOMO level in eV: -5.5
Orbital gap in eV: 8.00
DFT total energy in eV: -103316.4508
Charge: -1
ΔE to the lowest compared entry with this formula, charge and spin in kcal per mole: 7.0
Molecular weight in g mol⁻¹: 611.56
LUMO in eV: 2.54

XYZ file:
```
49
Properties=species:S:1:pos:R:3:forces:R:3
Ca 0.5249 0.2602 0.3929 0.12 -0.02 -0.02
F -4.4686 1.9085 2.1176 0.00 0.00 0.00
C -3.4856 2.3843 1.3516 -0.03 -0.02 0.00
F -3.6926 1.9690 0.0975 0.00 0.01 0.01
F -3.5390 3.7149 1.3680 0.00 0.01 0.00
S -1.8646 1.7850 1.9887 0.07 0.29 -0.03
O -1.9173 0.3635 1.7953 -0.07 -0.21 -0.01
O -1.7465 2.3526 3.2906 0.00 -0.05 -0.02
N -0.8791 2.3325 0.8743 0.00 0.04 0.03
S 0.2924 3.3927 0.9729 -0.04 -0.01 0.04
O 1.4460 2.7647 0.3728 -0.03 -0.01 0.02
O 0.4202 4.1278 2.1874 -0.01 -0.04 -0.04
C -0.2513 4.6221 -0.2870 -0.02 -0.02 -0.04
F -0.4728 4.0381 -1.4641 0.01 0.00 0.01
F 0.6966 5.5472 -0.4421 0.01 0.00 0.01
F -1.3740 5.2248 0.1058 0.00 0.00 0.00
S 2.1689 -0.5397 -1.8782 0.00 0.01 0.02
C 0.7330 0.0145 -2.6825 -0.06 0.04 -0.07
C 0.6378 0.0776 -4.0885 -0.01 0.00 0.04
C -0.5181 0.5340 -4.6749 0.02 -0.01 -0.01
C -1.5892 0.9369 -3.8760 -0.03 0.01 0.01
C -1.4337 0.8495 -2.5112 0.03 -0.02 0.00
N -0.3192 0.3960 -1.9262 0.00 -0.01 -0.03
H 1.4909 -0.2283 -4.6776 0.00 0.00 -0.01
H -0.5932 0.5860 -5.7549 0.00 0.00 0.00
H -2.5102 1.3097 -4.3010 0.00 0.00 0.00
H -2.2246 1.1550 -1.8356 0.00 0.00 -0.01
N 1.3339 -3.8998 -2.8836 -0.01 -0.07 0.02
C 1.0294 -4.7827 -1.8962 -0.12 0.04 -0.04
O 1.0024 -5.9908 -2.0592 0.05 -0.04 -0.01
C 0.7217 -4.1477 -0.5778 0.03 0.01 -0.04
C 1.0201 -4.8032 0.6091 0.00 0.00 0.03
C 0.8627 -4.1251 1.8039 0.02 0.00 -0.01
C 0.4361 -2.8030 1.7784 -0.02 -0.05 -0.03
N 0.1019 -2.1883 0.6408 -0.07 0.01 0.05
C 0.2206 -2.8602 -0.5017 0.07 0.01 -0.04
H 1.6374 -4.2928 -3.7582 0.00 0.00 0.00
H 1.6065 -2.9470 -2.6638 0.05 0.04 0.00
H 1.3965 -5.8175 0.5709 0.00 0.00 -0.01
H 1.1163 -4.5829 2.7496 -0.01 0.00 0.01
H 0.4048 -2.2046 2.6802 0.01 0.02 0.04
H -0.0696 -2.3294 -1.3994 -0.03 -0.01 0.00
C 1.7924 1.3983 4.3875 0.02 0.00 0.02
C 1.5230 0.0897 3.6677 -0.16 -0.08 -0.02
O 1.6626 -0.9880 4.2436 0.03 0.02 0.01
O 1.1227 0.2152 2.4500 0.18 0.11 0.11
H 2.1641 1.2127 5.3925 0.01 0.01 0.00
H 0.8701 1.9803 4.4308 0.00 -0.01 -0.01
H 2.5130 1.9879 3.8192 0.00 0.00 0.00
```
Forces are in eV/Å.


Entry from OMol25: C15H13ClI2N2O3Sc as an isolated structure (ωB97M-V/def2-TZVPD).

## Properties
HOMO level in eV: -11.4
Orbital gap in eV: 7.98
DFT total energy in eV: -74312.1115
Charge: +1
ΔE to the lowest compared entry with this formula, charge and spin in kcal per mole: 1.0
Molecular weight in g mol⁻¹: 603.50
LUMO in eV: -3.37

XYZ file:
```
37
Properties=species:S:1:pos:R:3:forces:R:3
Sc -0.5076 1.2231 -0.4673 0.38 -0.84 0.32
I -2.9938 -5.1902 0.3952 -0.03 -0.23 0.02
C -2.6815 -3.1500 0.2713 0.02 0.20 -0.02
C -2.8130 -2.5082 -0.9537 0.02 0.07 0.02
C -2.6389 -1.1312 -1.0080 -0.07 -0.34 0.11
I -2.4237 -0.0991 -2.7967 -0.06 0.06 -0.26
C -2.3890 -0.4053 0.1493 0.17 1.09 -0.14
O -2.2601 0.9560 0.1148 -0.99 -0.81 0.20
C -2.0703 -1.0733 1.3276 0.03 -0.29 0.20
C -1.3205 -0.2660 2.3486 0.13 0.06 0.03
N -0.0572 0.2183 1.6960 -0.09 -0.12 -0.27
C 0.9402 -0.8583 1.5562 -0.04 0.02 0.08
C 1.7498 -0.7510 0.2919 0.01 0.05 -0.05
C 3.0531 -1.2068 0.2130 0.01 -0.07 -0.02
C 3.7076 -1.1731 -1.0086 0.11 -0.04 0.02
C 3.0504 -0.6830 -2.1287 0.02 -0.09 0.05
C 1.7588 -0.2350 -1.9710 0.03 0.05 -0.02
N 1.1250 -0.2548 -0.7881 0.02 0.11 -0.10
C -2.2589 -2.4450 1.3967 0.05 0.06 0.03
H -3.0193 -3.0742 -1.8516 -0.02 0.01 0.01
H -1.0896 -0.8590 3.2355 -0.02 -0.04 0.01
H -1.8783 0.6142 2.6590 -0.05 0.03 -0.03
H 0.3337 0.9718 2.2503 0.04 0.06 0.07
H 0.4020 -1.8074 1.5009 -0.03 -0.03 0.00
H 1.5978 -0.9199 2.4233 0.05 0.01 0.03
H 3.5401 -1.5853 1.1018 0.03 -0.01 -0.04
H 4.7277 -1.5286 -1.0848 -0.03 0.03 0.00
H 3.5231 -0.6391 -3.0990 0.02 -0.03 0.02
H 1.2009 0.1661 -2.8092 -0.01 0.03 -0.01
H -2.0414 -2.9738 2.3174 -0.01 0.00 -0.02
Cl 1.3085 5.4670 -2.0812 0.03 -0.01 -0.07
C 0.2878 5.0240 -0.7092 -0.01 -0.02 0.11
C 0.0914 3.5386 -0.6496 0.07 -0.02 -0.16
O 0.3316 2.9029 0.4304 -0.02 0.36 -0.18
O -0.3519 2.8874 -1.6542 0.26 0.58 0.07
H -0.6877 5.4918 -0.8304 -0.01 0.04 -0.02
H 0.7529 5.3565 0.2121 0.01 0.05 0.00
```
Forces are in eV/Å.